14
Properties=species:S:1:pos:R:3:forces:R:3:lowdin_charge:R:1 method="wB97M-V/def2-TZVPD" gap_ha=0.369 smiles=C[Si](C)(I)CBr energy_ev=-89262.5837 de_lowest_kj_mol=1.5 charge=0 e_homo_ev=-9.64
H 1.7135 -1.9615 -0.3598 0.130 1.327 0.682 0.032
C -1.1529 -0.5807 1.2891 1.046 -0.639 -0.381 -0.222
I -1.1005 -1.6150 -2.4235 0.126 0.451 0.658 0.406
H 0.5500 1.9417 -1.1919 -0.676 -0.404 -0.423 0.023
Si -0.3130 -0.3233 -0.4262 1.304 0.434 1.506 0.100
H -0.0880 2.0410 0.3473 -1.402 -0.187 -0.537 0.034
Br 2.5130 0.0208 1.2140 -0.282 -0.428 -0.706 0.561
H -0.3549 -0.6015 2.0766 -0.628 -0.267 -0.723 0.029
C 1.6038 -0.8359 -0.2959 -1.966 -1.042 -0.723 -0.771
C -0.3508 1.5940 -0.6440 0.175 -0.838 -1.142 -0.250
H -1.3185 1.8027 -1.2626 1.694 0.392 1.689 0.060
H -1.7009 0.2946 1.4663 -0.576 1.798 0.161 -0.011
H -1.9363 -1.2986 1.4760 0.301 -0.951 -0.196 0.018
H 1.9355 -0.4784 -1.2653 0.755 0.353 0.136 -0.010

***

15
Properties=species:S:1:pos:R:3:forces:R:3:lowdin_charge:R:1 method="wB97M-V/def2-TZVPD" gap_ha=0.282 energy_ev=-6350.7663 de_lowest_kj_mol=678.9 charge=0 e_homo_ev=-11.15
H 1.8549 -0.3813 0.4666 0.068 0.171 0.377 0.074
H -0.1949 1.9917 0.7170 0.387 -0.363 -0.392 0.113
H -1.6759 1.1740 0.6548 -0.246 0.332 -0.777 0.093
H -0.4047 -1.0181 0.2045 -0.269 -1.044 -0.855 0.062
H 1.6006 0.3643 2.0977 -0.213 0.045 -0.157 0.078
O 0.1946 -1.6580 -1.2729 -0.341 0.201 1.186 -0.094
H 0.3001 1.3155 -1.7201 0.248 0.412 0.106 0.073
H -1.4065 1.7681 -1.7337 -0.123 -0.316 0.018 0.075
C -0.2143 -0.2190 0.9689 0.986 2.619 -0.345 -0.227
H 1.3303 -1.3668 1.8259 0.262 0.060 0.098 0.075
C 1.2416 -0.3751 1.3769 -0.130 -0.522 -0.608 -0.111
C -0.6711 1.1018 -1.2851 0.758 -0.517 0.474 -0.108
C -0.6649 1.1168 0.2329 -0.560 -0.593 1.584 -0.242
H -0.7587 0.0300 -1.5278 -0.759 0.409 -0.498 0.029
H -0.8674 -0.2687 1.8417 -0.069 -0.892 -0.212 0.111

***

22
Properties=species:S:1:pos:R:3:forces:R:3:lowdin_charge:R:1 method="wB97M-V/def2-TZVPD" gap_ha=0.352 smiles="C=CC=C.O.O.O.O" energy_ev=-12563.7431 de_lowest_kj_mol=124.0 charge=0 e_homo_ev=-9.01
O -0.7039 -1.8561 -1.6091 -0.217 -0.093 -0.137 -0.076
C -0.0757 2.0982 -1.4974 -0.005 0.369 1.196 0.018
H -1.4801 1.2418 2.1519 -0.202 -0.904 -0.367 0.062
H -1.6830 -1.7483 0.0518 0.384 0.333 -0.183 0.016
H -0.3092 1.8113 -2.5027 -0.174 0.173 -0.355 0.059
H 1.7882 0.1626 -1.4686 -0.058 0.017 -0.131 0.029
C 0.2173 1.5042 0.8743 0.121 0.713 1.119 -0.206
H 1.8751 -1.0884 -0.6073 -0.159 -0.042 -0.039 0.024
H 1.5991 -0.6268 1.6602 0.004 -0.060 0.047 0.040
C -0.2020 1.2296 -0.4930 -0.716 0.443 -1.206 -0.206
O 1.8479 -0.7973 -1.5395 0.195 -0.100 0.104 -0.067
C -0.4110 1.3224 2.0391 -0.630 -0.139 -0.267 0.001
O -1.7674 -1.3238 0.9232 -0.285 -0.436 -0.027 -0.064
H 1.1516 2.0543 1.0088 0.486 -0.797 -0.392 0.112
H -0.6442 0.2941 -0.8159 0.160 -0.294 0.803 0.074
H 0.1153 1.2434 2.9732 0.378 0.897 0.266 0.057
H 0.1895 -1.4801 -1.7658 0.010 -0.183 0.112 0.011
H 0.1501 3.1209 -1.2106 0.412 0.076 -0.643 0.066
H -2.3668 -1.9183 1.3882 0.071 0.179 0.236 0.054
H 0.2374 -1.1498 1.2444 -0.138 -0.212 -0.103 0.002
O 1.1850 -1.3577 1.1901 0.236 -0.009 0.050 -0.062
H -0.7129 -2.7363 -1.9953 0.129 0.069 -0.081 0.056

***

25
Properties=species:S:1:pos:R:3:forces:R:3:lowdin_charge:R:1 method="wB97M-V/def2-TZVPD" gap_ha=0.394 energy_ev=-11492.8820 de_lowest_kj_mol=97.3 charge=+1 e_homo_ev=-13.58
H -1.1470 -1.4141 -0.4003 -0.246 -0.049 0.195 0.121
H -3.5087 -1.9496 1.3177 -0.519 0.404 0.015 0.050
C 0.1096 -0.6364 1.0325 -0.408 1.461 0.787 -0.168
C 0.0252 0.0825 -2.1768 0.892 0.307 -1.034 -0.056
H 2.5983 -0.6081 -1.6216 0.131 -0.110 0.125 0.098
H 1.4504 1.4944 -1.2903 0.048 0.050 -0.241 0.135
C 0.2005 0.6927 0.2576 1.185 -1.157 0.279 -0.142
H 0.8852 3.8451 1.4960 0.006 0.333 0.437 0.053
H -0.7253 -2.5500 0.6981 0.308 -0.098 -0.066 0.168
H 0.8250 1.3004 0.9170 -0.746 0.370 -0.064 0.082
H 1.0499 -0.8373 1.5191 0.384 -0.766 -0.388 0.119
H 1.0498 3.1765 2.9295 -0.027 0.539 -0.136 0.053
N 1.9900 -0.5246 -0.8144 0.139 -0.172 -0.470 0.019
O 1.0261 3.0300 1.9803 0.112 -0.601 -0.091 -0.050
H -0.8137 1.0597 0.1256 0.179 0.537 -0.118 0.120
H 2.5716 -0.3297 -0.0037 0.053 0.191 -0.253 0.094
O -3.4470 -1.4351 0.5057 0.815 -0.162 -0.405 -0.048
H -0.5518 -0.4908 1.8855 -0.461 -0.186 -0.251 0.130
N -0.3731 -1.7470 0.1794 -0.136 0.070 -0.247 0.188
H -4.0121 -0.6567 0.5386 -0.135 -0.247 0.390 0.055
H -1.0156 0.1198 -1.8698 -0.114 0.102 -0.108 0.069
H 0.3984 -1.9610 -0.4683 0.254 -0.217 0.109 0.139
H 0.1605 0.7063 -3.0630 -0.365 0.265 0.145 0.086
C 1.0009 0.5299 -1.0680 -1.362 -0.616 0.918 -0.397
H 0.2528 -0.8970 -2.6063 0.013 -0.250 0.471 0.082